# 1
195
Properties=species:S:1:pos:R:3 method="wB97M-V/def2-TZVPD" e_above_lowest_kcal_mol=0.0 total_energy_ev=-87047.103 orbital_gap_ev=9.59
C -18.7463 -12.7722 8.4575
C -19.8234 -11.7884 8.9314
C -21.0542 -12.4185 9.4259
O -21.7154 -13.0628 8.4011
C -22.6083 -14.1467 8.6576
N -19.2707 -10.9449 10.0382
H -18.1275 -12.1935 7.7378
H -19.1658 -13.6719 7.9446
H -18.1359 -13.0324 9.3263
H -20.0721 -11.0759 8.1887
H -21.8049 -11.7536 9.8987
H -20.8202 -13.1205 10.2244
H -23.1513 -14.3818 7.7724
H -23.3133 -13.7737 9.4133
H -22.0760 -15.0345 9.0938
H -19.9035 -10.2461 10.3799
H -19.1471 -11.5261 10.8788
C -18.5439 -11.1422 13.6669
C -19.4735 -11.9593 14.5541
C -20.7917 -12.0886 13.7945
O -21.4988 -10.8387 13.8626
C -22.9068 -11.0072 13.5526
N -18.9054 -13.2950 14.8002
H -18.4295 -11.7260 12.7522
H -17.6598 -10.7786 14.1757
H -19.1094 -10.3167 13.3570
H -19.5576 -11.3699 15.4720
H -21.3165 -12.8952 14.3272
H -20.5524 -12.4296 12.7822
H -23.4779 -11.5681 14.3080
H -22.8980 -11.3876 12.5506
H -23.2767 -9.9621 13.4642
H -18.0508 -13.2723 15.3060
H -19.5712 -13.8233 15.3555
C -20.1132 -9.9312 17.7877
C -20.6105 -8.8399 16.8896
C -22.0467 -8.5223 17.0575
O -22.4306 -7.5712 16.0029
C -23.8547 -7.3519 16.0761
N -19.7051 -7.7142 17.1316
H -20.8181 -10.7384 17.8296
H -19.8324 -9.5668 18.7309
H -19.1945 -10.2410 17.2613
H -20.4772 -9.0865 15.7792
H -22.2073 -8.1339 18.0665
H -22.6794 -9.3720 16.9622
H -24.1848 -6.9854 17.0444
H -24.3356 -8.3289 15.9532
H -24.1383 -6.6558 15.3129
H -19.9519 -7.3843 18.0954
H -19.9918 -6.9510 16.5078
C -15.8862 -8.7753 8.5993
C -16.0251 -8.8267 10.1151
C -15.1444 -7.9614 10.9013
O -17.3582 -8.6566 10.4750
H -16.5404 -9.5734 8.1612
H -14.9582 -8.8509 8.1481
H -16.3455 -7.8494 8.1851
H -15.5806 -9.8786 10.2423
H -15.3092 -6.8866 10.5740
H -14.0863 -8.1336 10.6913
H -15.4103 -7.9874 11.9260
H -17.8945 -9.4150 10.1941
C -20.3801 -16.7251 15.1256
C -20.9502 -16.5277 13.7240
C -22.3089 -15.9214 13.6736
O -20.0260 -15.7700 12.9149
H -19.2655 -16.8152 15.0563
H -20.8449 -17.5413 15.6985
H -20.5730 -15.8565 15.8066
H -20.9061 -17.4835 13.1921
H -22.5750 -15.8770 12.6013
H -22.3181 -14.9205 14.0939
H -23.0149 -16.5607 14.1590
H -19.6811 -14.9942 13.3701
C -13.3835 -10.1628 14.8641
C -13.6963 -11.4400 14.0177
C -12.3420 -11.9392 13.4300
O -14.2216 -12.4582 14.8164
H -14.2146 -9.8178 15.4140
H -13.0027 -9.3278 14.2692
H -12.5986 -10.5661 15.5544
H -14.4422 -11.1498 13.2020
H -12.3952 -12.8711 12.8497
H -11.6107 -12.1837 14.1745
H -11.9582 -11.1590 12.7560
H -14.9897 -12.1165 15.2901
C -17.9869 -19.1822 9.6418
C -18.0570 -17.7404 10.0341
C -19.1851 -16.9944 9.2387
O -18.2947 -17.6415 11.4411
H -18.7188 -19.7563 10.1509
H -17.0539 -19.6255 10.0837
H -18.0636 -19.2487 8.5645
H -17.0667 -17.2259 9.8250
H -20.0951 -17.5430 9.4288
H -18.9260 -16.9719 8.1922
H -19.2884 -15.9275 9.5491
H -18.9805 -17.0006 11.6428
C -23.2013 -14.5956 17.1868
C -24.6189 -14.7967 16.7641
C -25.5940 -14.5968 17.8733
O -24.9393 -13.9732 15.6921
H -22.5075 -15.0374 16.4863
H -23.0875 -15.1021 18.1141
H -22.9706 -13.4771 17.3230
H -24.7858 -15.8058 16.4355
H -25.8687 -15.5289 18.2462
H -26.4987 -14.1734 17.3972
H -25.2483 -13.8184 18.6031
H -24.2978 -14.1237 14.9497
C -27.2044 -9.6113 15.6567
C -26.9688 -11.0947 15.5938
C -26.9514 -11.6424 14.1577
O -25.7666 -11.3966 16.2620
H -27.2951 -9.1143 16.6690
H -28.1437 -9.3627 15.0655
H -26.4189 -9.0140 15.0937
H -27.7859 -11.6444 16.0958
H -26.9215 -12.7629 14.2049
H -26.1407 -11.2122 13.6013
H -27.9631 -11.4964 13.7688
H -25.5456 -12.3074 16.0704
C -16.7711 -13.1586 18.0589
C -16.2985 -11.7457 17.7012
C -14.7755 -11.6971 17.9709
O -16.4686 -11.5346 16.3525
H -17.8519 -13.4499 17.9796
H -16.4125 -13.3830 19.0709
H -16.1590 -13.7590 17.3471
H -16.7833 -10.9230 18.3191
H -14.5350 -11.7108 19.0215
H -14.3352 -10.8327 17.5080
H -14.2888 -12.6550 17.5360
H -16.4243 -10.5489 16.2078
C -22.8093 -9.4349 9.1909
C -23.3292 -8.7380 7.9281
C -22.2533 -8.6478 6.8617
O -24.3991 -9.5088 7.4553
H -22.8715 -10.4864 8.9046
H -23.5132 -9.2629 9.9477
H -21.7774 -9.2499 9.4659
H -23.7427 -7.7417 8.1690
H -22.6213 -8.0842 5.9865
H -21.9683 -9.6179 6.5512
H -21.3949 -8.0301 7.2311
H -24.9375 -9.0663 6.8222
C -19.1215 -7.2016 13.0405
C -20.2454 -7.2820 12.0067
C -19.8279 -6.7431 10.6463
O -20.6637 -8.6765 11.7539
H -18.1852 -7.5769 12.6798
H -19.3707 -7.6542 14.0689
H -18.9321 -6.1908 13.3146
H -21.1749 -6.7551 12.2759
H -20.7039 -6.8017 9.9319
H -18.9511 -7.3130 10.2518
H -19.5858 -5.6433 10.7301
H -20.8822 -8.9783 12.6459
C -15.9233 -14.9910 11.6970
C -16.7300 -13.6366 11.8264
C -16.0378 -12.5451 11.0588
O -18.1222 -13.8304 11.3719
H -15.9717 -15.4875 10.7508
H -16.3475 -15.6528 12.4320
H -14.8195 -14.7844 11.7453
H -16.7309 -13.4310 12.9314
H -15.0363 -12.2990 11.5357
H -16.5819 -11.6308 11.0878
H -15.8770 -12.8249 10.0023
H -18.2710 -14.7712 11.3181
C -16.6216 -6.6295 15.9802
C -16.1287 -7.7554 16.8308
C -15.9417 -7.3845 18.2899
O -16.9863 -8.8813 16.8000
H -15.8639 -5.8168 15.8809
H -17.5987 -6.2992 16.3359
H -16.7757 -7.0200 14.9762
H -15.1710 -8.0268 16.4823
H -16.9351 -7.1315 18.6249
H -15.1769 -6.6261 18.5578
H -15.6556 -8.3630 18.7269
H -17.9167 -8.5816 16.9855
C -23.3280 -5.8694 10.8456
C -24.8405 -5.8633 11.0494
C -25.3980 -6.9306 10.1364
O -25.1088 -6.0223 12.4852
H -23.1254 -5.4260 9.9341
H -23.0683 -6.9400 10.8982
H -22.8189 -5.2275 11.5744
H -25.3119 -4.8847 10.7337
H -26.4095 -7.1633 10.4142
H -24.8029 -7.8341 10.2777
H -25.3400 -6.6330 9.0735
H -26.0585 -6.1967 12.5424

=====

# 2
203
Properties=species:S:1:pos:R:3 method="wB97M-V/def2-TZVPD" total_energy_ev=-97383.815 orbital_gap_ev=6.10
C 6.2420 7.0392 2.8741
O 6.1127 5.5814 2.7419
C 4.9043 4.9643 3.1892
C 4.0450 4.5862 1.9649
N 3.3475 5.6770 1.2371
C 3.8140 5.8186 -0.1362
C 3.9469 4.6080 -1.0734
O 2.7573 3.8735 -0.9271
C 2.5866 2.9247 -1.9544
H 5.6094 7.7191 2.3033
H 7.3071 7.2072 2.7147
H 6.0563 7.4410 3.8702
H 4.5629 5.5124 4.0673
H 5.2930 4.0167 3.5621
H 3.3810 3.7917 2.3052
H 4.8276 4.0693 1.4096
H 2.3429 5.5760 1.2096
H 4.8087 6.2635 -0.1654
H 3.1943 6.5805 -0.6090
H 4.8818 4.0556 -0.9787
H 4.0476 4.9960 -2.0871
H 3.3578 2.1563 -1.9014
H 2.5450 3.4615 -2.9021
H 1.6680 2.3632 -1.7844
C -1.6407 -1.3213 2.2895
O -2.0995 -0.3277 1.4086
C -1.1717 0.2015 0.5095
C -0.7433 -0.7438 -0.5737
N 0.0717 -0.2210 -1.6343
C 1.2909 0.4043 -1.1457
C 2.2426 0.9182 -2.1779
O 3.3861 1.3094 -1.4612
C 4.4573 1.4205 -2.3669
H -0.7322 -1.0701 2.8368
H -1.5373 -2.2785 1.7785
H -2.4519 -1.3126 3.0176
H -0.3787 0.7341 1.0344
H -1.6268 1.0960 0.0841
H -1.6953 -1.1370 -0.9303
H -0.2703 -1.6398 -0.1715
H 0.2120 -0.7037 -2.5103
H 1.8312 -0.1914 -0.4100
H 0.9367 1.2931 -0.6236
H 1.8016 1.7312 -2.7547
H 2.4605 0.1126 -2.8791
H 5.2978 1.8391 -1.8133
H 4.1638 2.2118 -3.0567
H 4.7650 0.4752 -2.8138
C 4.9277 -2.3967 -4.1427
O 3.5350 -2.6806 -3.9662
C 3.1191 -2.3785 -2.6694
C 1.6777 -2.9030 -2.8015
N 0.7446 -1.7828 -2.9537
C 0.7011 -1.2104 -4.3411
C -0.2971 -0.0750 -4.2974
O -1.5432 -0.5023 -3.7148
C -2.4099 0.6075 -3.4353
H 5.4960 -3.1532 -3.6014
H 5.3387 -1.4629 -3.7593
H 5.1974 -2.3072 -5.1950
H 3.0662 -1.2964 -2.5493
H 3.6953 -2.8402 -1.8676
H 1.5185 -3.4431 -1.8682
H 1.6542 -3.5280 -3.6943
H -0.2149 -2.0767 -2.8390
H 0.3387 -1.9045 -5.0993
H 1.6444 -0.7889 -4.6884
H -0.3661 0.4973 -5.2225
H 0.1503 0.7386 -3.7264
H -1.9263 1.2508 -2.7001
H -3.4359 0.3664 -3.1570
H -2.6349 1.1161 -4.3727
C 4.7920 2.2982 -4.7079
O 3.9001 2.9259 -3.7412
H 5.6022 1.7212 -4.2620
H 4.1684 1.6405 -5.3133
H 5.1622 3.0035 -5.4519
H 3.2978 3.6153 -4.0305
C -1.2156 -3.0397 -2.5926
O 0.0147 -3.7492 -2.5954
H -1.2974 -2.5009 -1.6487
H -1.1200 -2.3894 -3.4622
H -2.1068 -3.6671 -2.5784
H -0.1160 -4.6429 -2.2702
C -1.9198 1.4733 2.2182
C -1.9492 1.5082 3.7907
C -0.6760 2.1384 4.4501
O -0.6839 1.7529 5.8460
C 0.6664 1.8419 6.3601
N -3.1436 2.1597 4.2450
H -1.9501 2.4619 1.7600
H -2.7840 0.9442 1.8166
H -1.0795 0.8878 1.8452
H -1.8713 0.4647 4.0958
H -0.5898 3.2249 4.4616
H 0.1608 1.6257 3.9757
H 1.0240 2.8715 6.3423
H 1.4205 1.3276 5.7644
H 0.9725 1.4702 7.3380
H -3.1613 3.1655 4.1549
H -3.2107 2.0205 5.2432
C -3.7744 0.0514 0.6408
C -3.9163 -1.4677 0.6200
C -3.7414 -1.9909 -0.8001
O -3.7756 -3.4561 -0.8486
C -5.0938 -4.0530 -0.6069
N -2.9325 -2.0105 1.5538
H -4.6086 0.6156 0.2239
H -3.0256 0.2713 -0.1202
H -3.5324 0.4834 1.6119
H -4.8599 -1.7125 1.1076
H -2.8829 -1.5393 -1.2973
H -4.5723 -1.6194 -1.3998
H -5.1290 -5.0882 -0.9464
H -5.9867 -3.6278 -1.0653
H -5.2000 -3.9527 0.4732
H -2.9557 -3.0196 1.5166
H -2.0029 -1.6572 1.3775
C 1.2298 6.6602 0.1107
C 0.7890 5.2103 0.4290
C 0.5565 4.3530 -0.7954
O 0.4112 2.9515 -0.3730
C -0.6737 2.2859 -0.8937
N 1.8345 4.5788 1.2329
H 1.9332 6.7553 -0.7165
H 1.7156 7.2510 0.8873
H 0.3855 7.1572 -0.3672
H -0.1774 5.2506 0.9316
H 1.2633 4.4135 -1.6230
H -0.3177 4.8633 -1.1997
H -0.8642 1.5555 -0.1074
H -0.4410 1.8458 -1.8634
H -1.4369 2.9786 -1.2485
H 1.3940 3.7465 1.5981
H 2.4349 4.1629 0.5353
C -5.2877 0.5681 -4.1901
C -4.8548 1.4364 -3.1538
C -3.9991 0.6770 -2.1216
O -3.6893 1.3639 -0.9316
C -2.5831 2.2808 -0.9862
N -4.1639 2.5786 -3.7878
H -5.8757 1.0501 -4.9711
H -5.7776 -0.3080 -3.7650
H -4.5408 0.1785 -4.8818
H -5.7352 1.8045 -2.6269
H -3.1243 0.3443 -2.6804
H -4.6402 -0.1300 -1.7668
H -2.0259 2.1877 -0.0540
H -2.9825 3.2940 -0.9411
H -1.9400 2.2063 -1.8631
H -4.8169 3.1816 -4.2675
H -3.4816 3.1304 -3.2879
C -0.7694 -4.0871 1.5382
C -0.7815 -4.1012 -0.0378
C -0.1582 -5.3617 -0.5444
O -0.3778 -5.5763 -1.9749
C 0.3568 -6.6966 -2.4945
N -2.2208 -4.0324 -0.3593
H -0.9778 -3.1102 1.9744
H 0.2171 -4.4214 1.8593
H -1.5300 -4.7287 1.9832
H -0.3009 -3.2249 -0.4728
H -0.5231 -6.2509 -0.0304
H 0.8992 -5.4681 -0.3024
H 1.2953 -6.9538 -2.0035
H 0.6525 -6.6311 -3.5415
H -0.1467 -7.6563 -2.3782
H -2.7776 -3.2224 -0.1266
H -2.4093 -4.0348 -1.3516
C -1.4072 -1.2469 4.5368
C -2.5688 -2.2459 4.2000
C -2.8226 -3.3704 5.2236
O -3.8163 -4.2868 4.7381
C -4.3357 -5.2278 5.6855
N -3.7193 -1.3569 4.0834
H -1.5828 -0.8038 5.5170
H -1.3620 -0.4844 3.7592
H -0.4151 -1.6973 4.5043
H -2.4099 -2.7589 3.2515
H -3.1251 -2.8473 6.1308
H -1.9175 -3.9751 5.2801
H -4.9353 -5.9416 5.1207
H -4.9686 -4.7921 6.4585
H -3.5208 -5.7486 6.1883
H -4.5219 -1.9533 3.9415
H -3.6278 -0.5932 3.4288
C 2.4514 -1.7560 -0.3928
C 1.9738 -1.9934 1.0131
C 2.0563 -3.4223 1.4655
O 1.3338 -3.7393 2.7106
C 1.4329 -5.1102 3.0938
N 2.6253 -1.0436 1.8369
H 3.4416 -2.1426 -0.6339
H 2.5980 -0.6811 -0.4988
H 1.7769 -2.1665 -1.1442
H 0.9128 -1.7439 1.0124
H 3.0338 -3.8784 1.6226
H 1.6914 -4.0140 0.6259
H 0.6650 -5.6607 2.5504
H 1.3815 -5.4121 4.1399
H 2.3458 -5.5746 2.7210
H 3.5972 -1.2088 2.0564
H 2.2699 -1.1396 2.7774

=====

# 3
87
Properties=species:S:1:pos:R:3 method="wB97M-V/def2-TZVPD" total_energy_ev=-76926.990 orbital_gap_ev=7.70 smiles="O=C(F)NC(=O)C1=CC(=O)OC1=O.O=C1c2ccccc2C(=O)c2ccccc21.O=C1c2ccccc2C(=O)c2ccccc21.O=C1c2ccccc2C(=O)c2ccccc21"
O -0.2956 -3.5729 -0.6012
C -1.4542 -3.0932 -0.5792
F -1.7670 -2.1916 0.4674
N -2.4507 -3.5133 -1.6029
C -3.6162 -2.5639 -1.6003
O -3.4654 -1.4159 -2.0565
C -4.9603 -3.1307 -0.9430
C -5.7635 -2.4693 0.0211
C -6.8834 -3.6010 0.2625
O -7.6174 -3.4121 1.2619
O -6.8657 -4.6869 -0.6618
C -5.5567 -4.5921 -1.2753
O -5.0451 -5.5387 -1.8926
H -2.8088 -4.4181 -1.2220
H -5.6455 -1.4451 0.5091
O 4.1797 -0.6732 -6.6111
C 3.2529 -0.8072 -5.8299
C 2.0112 -0.0157 -5.9926
C 1.8946 0.8747 -7.0612
C 0.7170 1.5918 -7.2424
C -0.3477 1.4220 -6.3595
C -0.2281 0.5488 -5.2837
C 0.9542 -0.1673 -5.0948
C 1.0804 -1.0810 -3.9377
O 0.1870 -1.1776 -3.1206
C 2.3071 -1.8840 -3.7866
C 2.4148 -2.7746 -2.7169
C 3.5534 -3.5620 -2.5823
C 4.5855 -3.4629 -3.5142
C 4.4856 -2.5654 -4.5734
C 3.3468 -1.7695 -4.7087
H 2.7184 1.0071 -7.7553
H 0.6261 2.2804 -8.0765
H -1.2708 1.9728 -6.5090
H -1.0590 0.4246 -4.5961
H 1.6106 -2.8610 -1.9880
H 3.6352 -4.2572 -1.7528
H 5.4695 -4.0847 -3.4136
H 5.2944 -2.4915 -5.2938
O -5.1246 1.3161 2.1005
C -5.4169 1.9380 3.1086
C -4.4145 2.7983 3.7768
C -3.1331 2.9128 3.2351
C -2.1978 3.7493 3.8339
C -2.5380 4.4750 4.9735
C -3.8082 4.3498 5.5257
C -4.7474 3.5062 4.9319
C -6.0907 3.3659 5.5373
O -6.3637 3.9419 6.5766
C -7.0992 2.5216 4.8585
C -8.3808 2.4097 5.3998
C -9.3451 1.6458 4.7516
C -9.0338 0.9920 3.5615
C -7.7534 1.0899 3.0270
C -6.7808 1.8512 3.6774
H -2.8638 2.3542 2.3442
H -1.2034 3.8406 3.4088
H -1.8114 5.1373 5.4329
H -4.0656 4.9138 6.4167
H -8.6308 2.9207 6.3242
H -10.3422 1.5632 5.1721
H -9.7897 0.4037 3.0512
H -7.5173 0.5753 2.1011
O 6.0954 -2.2556 0.5202
C 6.1822 -1.0618 0.7536
C 6.7146 -0.5864 2.0511
C 7.1392 -1.5137 3.0039
C 7.6771 -1.0753 4.2088
C 7.7944 0.2889 4.4663
C 7.3564 1.2153 3.5263
C 6.8097 0.7794 2.3189
C 6.3297 1.7731 1.3321
O 6.3626 2.9649 1.5889
C 5.8162 1.2987 0.0277
C 5.3941 2.2268 -0.9255
C 4.9413 1.7919 -2.1664
C 4.9091 0.4302 -2.4597
C 5.3156 -0.4976 -1.5068
C 5.7653 -0.0657 -0.2584
H 7.0554 -2.5778 2.8069
H 8.0108 -1.7978 4.9468
H 8.2260 0.6303 5.4017
H 7.4457 2.2768 3.7347
H 5.4214 3.2892 -0.7046
H 4.6171 2.5153 -2.9079
H 4.5649 0.0924 -3.4310
H 5.2848 -1.5564 -1.7411

=====

| no. | HOMO (eV) | molar mass (g mol⁻¹) |
| --- | --- | --- |
| 1 | -9.116 | 988.57 |
| 2 | -5.818 | 1087.62 |
| 3 | -9.632 | 811.73 |